No. 1
Entry from OMol25: 2 unconnected molecules or ions with the total composition C2H4N2O2S (ωB97M-V with the def2-TZVPD basis set).

Computed properties:
E	-736.4135	hartree
orbital gap (alpha / beta)	7.7614 / 6.8458	eV
strongest force on any atom	6.9	eV/Å
energy above the lowest of the compared OMol25 structures with the same formula, charge and spin	1027.5	kJ/mol

```
! wB97M-V def2-TZVPD RIJCOSX def2/J DEFGRID3
* xyz 0 1
S 1.0089 -0.8721 0.5062
O 0.4984 2.0518 0.5653
O -1.3422 1.7413 -0.5634
N 2.1551 -0.1308 -0.5001
N -0.4152 1.3861 0.1230
C -2.2032 -1.2777 -0.0920
C -0.3214 -0.0038 0.5111
H -2.9723 -0.7392 0.2324
H -1.9052 -2.2898 0.4470
H 2.8668 -0.6991 -0.8844
H 2.6303 0.8332 -0.3450
*
```

Atom charges from the Mulliken analysis, given in e for atoms 1 to 8: atom 1 (S): 0.124, atom 2 (O): -0.559, atom 3 (O): -0.548, atom 4 (N): -0.484, atom 5 (N): 0.934, atom 6 (C): -0.449, atom 7 (C): -0.081, atom 8 (H): 0.311


No. 2
Entry from OMol25: a single C5H10O molecule (ωB97M-V with the def2-TZVPD basis set).

Computed properties:
E	-271.6963	hartree
orbital gap	10.8364	eV
structure (SMILES)	C[C@H]1CCOC1
strongest force on any atom	2.8	eV/Å
energy above the lowest of the compared OMol25 structures with the same formula, charge and spin	147.8	kJ/mol

```
! wB97M-V def2-TZVPD RIJCOSX def2/J DEFGRID3
* xyz 0 1
O -1.2653 -0.9749 0.6519
C 0.4495 0.6296 0.2325
C 1.8257 -0.2213 -0.0199
C -0.4947 0.4841 -0.9949
C -0.4105 -0.0467 1.3076
C -1.6948 -0.3870 -0.5650
H -1.0112 0.6797 1.8778
H 0.2178 -0.6206 1.9853
H 0.3073 -0.1322 -1.3613
H -1.8876 -1.1983 -1.2808
H 0.7324 1.6651 0.4488
H -0.7221 1.3279 -1.6648
H 2.5276 0.0296 0.7782
H 1.7041 -1.3262 0.0049
H -2.6648 0.1375 -0.4327
H 2.3866 -0.0460 -0.9676
*
```

Atom charges from the Mulliken analysis, given in e for atoms 1 to 8: atom 1 (O): -0.389, atom 2 (C): 0.290, atom 3 (C): -1.538, atom 4 (C): -0.600, atom 5 (C): -0.658, atom 6 (C): -0.412, atom 7 (H): 0.282, atom 8 (H): 0.370


No. 3
Entry from OMol25: a molecular structure, C18H26CoN6O2SSi (ωB97M-V with the def2-TZVPD basis set).

Computed properties:
E	-3250.8410	hartree
orbital gap (alpha / beta)	7.2485 / 7.2483	eV
strongest force on any atom	0.7	eV/Å
energy above the lowest of the compared OMol25 structures with the same formula, charge and spin	18.4	kJ/mol

```
! wB97M-V def2-TZVPD RIJCOSX def2/J DEFGRID3
* xyz 1 1
Co -0.1091 0.5233 0.1165
S -1.5392 -0.4423 -1.2650
Si -1.6102 1.8311 1.2894
O 2.2756 0.4877 -3.3542
O 1.7129 0.0804 -1.2006
N 0.0267 2.0985 -1.1988
N -0.4826 -0.8697 1.3033
N 1.2742 0.9261 1.4323
N 0.8599 1.8430 -2.3030
N -1.4159 -1.8294 1.0511
N -2.9246 -2.5591 -0.4775
C 2.7022 1.5915 3.6896
C 1.1052 -2.5108 4.0488
C 2.9088 2.2768 2.5033
C 1.6311 0.7197 -2.2317
C -0.2820 -3.7417 5.5717
C 3.1194 -0.6867 -3.3545
C 1.1207 0.2054 2.5640
C -0.8135 3.5167 1.6047
C -1.9670 -1.6829 -0.1287
C -2.1210 1.2127 2.9817
C -3.1835 2.0551 0.2900
C 0.9759 -3.4318 5.0759
C -1.2855 -2.2393 3.9835
C 0.1535 -0.9020 2.4299
C -0.0232 -1.9028 3.4980
C 1.8073 0.5334 3.7231
C -1.4091 -3.1450 5.0234
C 2.1634 1.9145 1.3966
H -0.0131 3.4284 2.3430
H 0.7214 2.3429 -3.1661
H 2.2755 2.4204 0.4460
H 1.8561 -3.9095 5.4845
H 3.6245 3.0829 2.4331
H -0.4107 4.0664 0.7516
H -3.6473 1.0905 0.0894
H -2.1668 -1.7950 3.5462
H -2.3914 -3.3926 5.4028
H 0.2543 3.0030 -0.7989
H 2.5047 -1.5772 -3.2506
H -3.2847 -2.5622 -1.4142
H -3.8842 2.6580 0.8762
H -2.6554 2.0347 3.4674
H -3.0610 -3.3717 0.1007
H -0.3854 -4.4514 6.3816
H -1.5834 4.1580 2.0430
H 1.6379 -0.0281 4.6296
H -2.8110 0.3707 2.9082
H -3.0539 2.5637 -0.6683
H 3.2377 1.8734 4.5861
H 3.8357 -0.6285 -2.5394
H 3.6213 -0.6721 -4.3148
H 2.0887 -2.2871 3.6534
H -0.9419 2.1262 -1.5127
H -1.3015 0.9308 3.6427
*
```

Atom charges from the Mulliken analysis, given in e for atoms 1 to 8: atom 1 (Co): -1.153, atom 2 (S): -0.510, atom 3 (Si): 1.042, atom 4 (O): -0.449, atom 5 (O): -0.546, atom 6 (N): -0.232, atom 7 (N): 1.693, atom 8 (N): 0.726


No. 4
Entry from OMol25: 8 unconnected molecules or ions with the total composition C30H73ClN7O8 (ωB97M-V with the def2-TZVPD basis set).

Computed properties:
E	-2631.7529	hartree
orbital gap (alpha / beta)	7.0506 / 2.8425	eV
strongest force on any atom	4.8	eV/Å

```
! wB97M-V def2-TZVPD RIJCOSX def2/J DEFGRID3
* xyz 0 2
Cl -0.1713 -1.2715 -0.1847
O 0.8063 -2.0304 -0.9180
O -1.3678 -1.0772 -1.0376
O 1.7516 3.9645 -0.7481
O 5.7943 -1.3912 0.8765
O 0.3643 0.0267 0.0741
O -0.5635 -1.8603 1.0554
O 4.1150 -0.4193 2.7360
O 3.5425 -3.0407 2.2812
N 3.1178 1.5241 3.3805
N 2.5862 -5.0657 1.9255
N 5.1411 -0.1190 -0.9871
N -3.5703 2.6392 -0.5241
N -1.8297 1.6201 5.5720
N -1.0333 -3.3542 -5.3734
N 1.7624 2.7313 -2.6384
C -0.8453 -5.6735 -6.3103
C 5.6458 0.6976 -2.0929
C -2.1568 2.6063 -0.0664
C 3.8737 -0.8418 -1.1417
C 1.7730 1.4018 -3.2676
C 2.6473 -3.7224 1.7741
C -6.0070 3.1147 0.2083
C -0.9858 1.2141 4.4253
C -2.7009 -2.5005 -6.8181
C 6.0421 -0.5568 -0.0526
C -3.8178 1.5073 -1.4281
C -2.4592 -3.1674 -5.4664
C 3.5163 -5.9706 2.7047
C 1.4301 -5.7733 1.3695
C 3.9786 2.0200 4.4071
C -0.7109 -0.9768 -4.5982
C 1.7002 2.8754 -1.2955
C -3.3075 1.8650 -2.8274
C -2.3721 0.4859 6.3428
C -0.6420 -4.7525 -5.1550
C -1.6288 3.8755 0.4626
C -2.1371 4.0549 4.9463
C -1.4279 0.0006 7.5064
C -4.5373 2.6798 0.6015
C -0.4292 -2.4847 -4.3135
C 3.1991 0.4006 2.6439
C 2.1973 2.5715 2.9479
C -2.7711 2.7409 5.4271
C 1.6820 3.8260 -3.5685
C -1.8310 0.5592 3.2912
H -0.5836 2.1607 4.0644
H -4.1000 3.2599 1.4141
H -1.2056 4.4277 -0.3764
H 6.4758 1.3646 -1.8598
H 1.7430 -6.6056 0.7391
H 1.7319 3.0390 3.8156
H -1.1209 -5.0937 -4.2372
H -1.6770 -0.9270 8.0218
H -1.3324 4.4459 5.5689
H -2.2922 2.2501 -2.7322
H 1.7724 -3.3452 1.2222
H 3.9402 -6.7391 2.0583
H -3.7799 -2.5005 -6.9722
H 3.0733 -0.1230 -1.3172
H -2.3348 -1.4742 -6.8478
H 2.7466 1.1307 -3.6759
H 1.7797 4.8080 -3.1056
H -3.6317 2.3962 4.8539
H -2.7677 1.0921 3.1278
H -6.5567 2.3452 -0.3337
H 4.3579 2.9519 3.9878
H 0.7805 3.7244 -4.1727
H 2.3420 0.1723 1.9916
H -2.1913 -3.0750 -7.5917
H -0.2238 -5.2447 -7.0964
H 4.8540 1.3865 4.5497
H -1.2816 0.5502 2.3499
H -4.8782 1.3399 -1.6169
H 0.7241 -5.1636 0.8055
H -1.3784 0.8130 8.2314
H 3.6433 -1.3669 -0.2148
H -1.7493 3.9470 3.9333
H -2.4264 4.4495 0.9343
H -2.0300 1.7576 0.6056
H -0.0782 -0.4379 -3.8928
H -4.4888 1.6824 1.0384
H 1.4657 0.6156 -2.5780
H 3.9701 -1.6138 -1.9052
H -0.1151 0.6557 4.7691
H -3.8977 2.6612 -3.2811
H -2.4339 -0.3879 5.6942
H -0.5076 -0.6963 -5.6317
H -1.8223 -0.4864 3.5989
H 3.5067 1.9986 5.3894
H -1.8926 -5.5710 -6.5947
H -0.4182 -0.1880 7.1418
H 0.7986 -6.2643 2.1099
H -0.6791 -2.7705 -3.2918
H 1.1090 1.3354 -4.1295
H -1.7251 -0.7523 -4.2677
H -1.4697 2.2670 -0.8416
H 1.6484 1.9263 -0.7399
H -2.9481 -4.1401 -5.5207
H -2.9409 -2.6273 -4.6513
H -0.5074 -6.6900 -6.1091
H -3.3552 0.5517 -1.1816
H 4.8724 1.3447 -2.5068
H -6.0493 4.0655 -0.3228
H -3.4033 0.6344 6.6630
H 2.5425 3.8380 -4.2374
H 4.3566 -5.3882 3.0825
H 2.7959 3.2693 2.3623
H 1.3583 2.2803 2.3159
H -3.3206 1.0324 -3.5308
H -3.0888 2.9267 6.4531
H -0.8658 3.6055 1.1927
H 0.6392 -2.7003 -4.3240
H 6.0677 0.0972 -2.8989
H -6.4388 3.3265 1.1865
H 0.4307 -4.7450 -4.9622
H 3.0200 -6.5099 3.5115
H 7.0057 -0.0488 -0.2128
H -2.9270 4.7973 4.8322
*
```

Atom charges from the Mulliken analysis, given in e for atoms 1 to 8: atom 1 (Cl): 1.458, atom 2 (O): -0.609, atom 3 (O): -0.705, atom 4 (O): -0.711, atom 5 (O): -0.509, atom 6 (O): -0.302, atom 7 (O): -0.706, atom 8 (O): -0.625